{"formula": "C2H3F3S", "method": "wB97M-V/def2-TZVPD", "species": ["C", "C", "F", "F", "F", "S", "H", "H", "H"], "positions_angstrom": [[-1.306221, -0.243754, -0.049399], [-0.677092, 0.880513, -0.848940], [-0.798826, -1.501187, -0.190201], [-2.664747, -0.426521, -0.386706], [-0.417050, 1.981276, -0.118378], [2.187118, -0.282576, -0.398884], [-1.082620, -0.123551, 1.073509], [-0.969500, 1.038652, -1.832411], [2.495510, -1.400914, 0.278615]], "forces_ev_per_a": [[-0.156, -0.506, 2.053], [0.008, -1.007, 2.514], [0.557, -0.051, -1.179], [1.421, 0.856, 0.543], [-0.158, -0.749, -0.583], [-0.055, 0.245, -0.085], [-1.222, 0.797, -1.493], [-0.205, 0.466, -1.740], [-0.189, -0.051, -0.029]], "lowdin_charge": [-0.355, -0.066, 0.001, 0.015, 0.020, 0.395, 0.176, 0.098, -0.285], "total_charge": 0, "homo_lumo_gap_ev": [9.26, 7.26], "lumo_ev": [-0.8372, -2.3744], "e_tot_ev": -21106.534, "largest_force_ha_per_bohr": 0.053, "e_above_lowest_kcal_mol": 99.50}